{
  "formula": "C26H60AlClFN8O8",
  "method": "ωB97M-V/def2-TZVPD",
  "elements": ["Cl", "Al", "F", "O", "O", "O", "O", "O", "O", "O", "O", "N", "N", "N", "N", "N", "N", "N", "N", "C", "C", "C", "C", "C", "C", "C", "C", "C", "C", "C", "C", "C", "C", "C", "C", "C", "C", "C", "C", "C", "C", "C", "C", "C", "C", "H", "H", "H", "H", "H", "H", "H", "H", "H", "H", "H", "H", "H", "H", "H", "H", "H", "H", "H", "H", "H", "H", "H", "H", "H", "H", "H", "H", "H", "H", "H", "H", "H", "H", "H", "H", "H", "H", "H", "H", "H", "H", "H", "H", "H", "H", "H", "H", "H", "H", "H", "H", "H", "H", "H", "H", "H", "H", "H", "H"],
  "positions_angstrom": [[-0.9098, -2.0324, 0.4891], [-1.3272, 0.6808, 4.5140], [-3.0797, 1.2330, 5.0920], [0.5071, 0.0070, 1.6795], [-5.0856, 4.4378, 0.6825], [-4.3129, 0.1722, -7.7493], [2.4921, -3.4971, 2.6222], [-3.4583, -3.4464, -4.1965], [4.0127, 1.9625, 0.4432], [0.1021, 4.9467, 0.8926], [6.1015, -3.1380, -0.3361], [-6.0634, 4.9002, -1.2863], [-0.1908, 2.1338, 3.9996], [2.7542, -3.6239, 4.8495], [7.0707, -3.6064, 1.6354], [-2.4891, -3.9148, -2.2250], [-2.1100, -0.0736, -8.1133], [3.1769, -0.0856, 0.0529], [1.1446, 3.7578, -0.7028], [5.6035, 0.2602, -0.1167], [-0.7642, -0.5153, -7.8327], [-1.5727, -0.8057, 3.1356], [0.7720, 4.9422, -0.1367], [-7.0196, 5.5159, -2.1760], [4.2205, 0.7885, 0.1488], [-0.9165, 3.2618, 3.3078], [-6.9585, 5.9308, 0.7566], [-3.3172, -4.2311, -3.2625], [1.2092, 6.2113, -0.8154], [2.8709, -3.1220, 6.1984], [5.5279, -5.2453, 0.6502], [7.3642, -4.3904, 2.8120], [3.2191, -1.4905, -0.2781], [-2.1957, -4.6987, -1.0484], [-3.2345, -0.2733, -7.3663], [-5.9646, 5.0361, 0.0680], [6.2427, -3.9228, 0.5979], [2.4761, -1.4155, 3.8092], [2.5720, -2.9126, 3.6993], [-1.8554, 2.8227, 2.0389], [1.9245, 3.5490, -1.9000], [-0.5484, -0.7865, 1.8630], [-3.4775, 2.8076, 2.3617], [-4.0319, -5.5536, -3.2102], [-3.0952, -1.0456, -6.0831], [-4.6780, -5.5946, -2.3290], [0.8405, 7.0735, -0.2535], [0.8155, 2.9461, -0.1927], [2.0721, -3.5669, 6.7965], [-7.5647, 4.7212, -2.6909], [-2.4122, -0.5252, -5.4061], [-3.7743, 3.5277, 3.2356], [1.6210, -1.1407, 4.4330], [-3.3053, -6.3704, -3.1881], [2.2767, 0.3390, 0.2445], [-6.8674, 6.9522, 0.3771], [4.2338, -1.8450, -0.4652], [1.3204, 2.9691, -2.6018], [2.8137, 2.9744, -1.6299], [2.8096, -4.6249, 4.6998], [-0.0714, 3.9809, 2.8671], [0.6869, 1.8446, 3.5187], [-2.2787, 0.4533, -8.9625], [5.6674, -0.1230, -1.1388], [2.7872, -2.0488, 0.5558], [4.8819, -5.2863, 1.5314], [-3.8050, 1.7206, 2.6569], [7.5177, -2.7025, 1.5331], [-0.6939, -1.0718, -6.8971], [2.2270, 4.4859, -2.3699], [6.3323, 1.0672, -0.0041], [6.8323, -5.3429, 2.8224], [5.8467, -0.5278, 0.6014], [-2.6798, -0.7790, 2.7445], [-1.5561, 1.7964, 1.5637], [2.7977, -2.0346, 6.2470], [-7.9728, 5.5545, 0.5979], [3.4006, -1.0118, 4.2309], [-2.7292, -2.0546, -6.2921], [8.4407, -4.5752, 2.8370], [-0.6661, 0.0068, 5.8228], [-2.0422, -3.0108, -2.3273], [3.8379, -3.4391, 6.5960], [-0.4363, -1.1506, -8.6589], [-6.7585, 5.9424, 1.8313], [-4.0704, -1.1258, -5.5956], [2.3320, -0.9833, 2.8155], [-0.1216, 0.3669, -7.7798], [7.0787, -3.8053, 3.6895], [2.6092, -1.6472, -1.1710], [4.9050, -5.3610, -0.2407], [-6.4678, 6.1082, -2.9099], [-2.4812, -4.1137, -0.1709], [6.2546, -6.0621, 0.6723], [-1.4845, 3.9354, 4.1133], [0.7962, 6.2556, -1.8268], [-1.1191, -4.8835, -1.0234], [-5.3627, 4.2836, -1.6816], [2.3011, 6.2609, -0.8473], [-4.0580, 3.0674, 1.3564], [-4.6549, -5.6693, -4.1011], [-2.7275, -5.6512, -1.0380], [-1.7093, 3.6664, 1.2073], [-1.4463, -1.8603, 3.6792], [-7.7267, 6.1583, -1.6492]],
  "atomic_forces_ev_per_a": [[0.4, 1.0, 0.9], [-0.8, 1.7, 1.1], [2.4, -0.8, -1.0], [-6.8, -5.4, 0.9], [-1.2, 1.1, -0.8], [0.4, -0.2, 0.1], [0.1, 0.0, 0.3], [0.0, -0.4, 0.2], [0.2, -0.1, -0.2], [0.6, 0.5, -0.9], [0.2, -0.4, 0.4], [0.0, 0.0, 0.5], [-1.4, -0.3, -0.3], [0.0, 0.1, -0.6], [-0.3, -0.1, -0.5], [-0.5, -0.2, -0.8], [-0.5, 0.0, 0.1], [0.8, 0.9, -0.1], [-0.3, 0.6, 0.2], [0.3, 0.1, 0.0], [0.0, 0.2, -0.4], [0.0, -1.6, -1.7], [-0.5, -0.7, 0.8], [0.3, -0.3, -0.2], [-0.9, 0.1, 0.1], [1.6, 0.9, -0.7], [-0.1, 0.1, 0.3], [0.4, 0.8, 0.0], [0.0, 0.3, 0.0], [0.0, -0.4, 0.0], [-0.2, -0.1, -0.1], [0.2, 0.4, 0.0], [-0.3, 0.0, 0.1], [0.2, 0.3, 0.2], [-0.6, 0.3, -0.2], [0.9, -0.6, 0.2], [0.1, 0.6, -0.4], [0.0, 0.0, -0.2], [0.0, -0.2, -0.4], [-1.0, 1.5, -0.3], [0.0, -0.4, 0.2], [4.2, 4.3, 0.7], [0.1, -1.1, -0.9], [-0.2, -0.2, -0.1], [-0.2, 0.0, 0.0], [0.1, -0.2, 0.0], [0.0, -0.3, 0.0], [0.2, 0.2, 0.0], [0.1, 0.2, 0.2], [-0.2, 0.2, -0.1], [0.0, -0.2, 0.0], [0.6, -1.3, -1.8], [0.1, 0.2, 0.1], [-0.1, 0.0, 0.2], [0.1, -0.2, 0.2], [-0.2, -0.1, 0.0], [-0.2, 0.2, 0.1], [0.2, 0.1, -0.2], [0.1, 0.1, -0.2], [-0.1, 0.3, 0.1], [-2.0, -1.5, 0.9], [-1.2, 0.6, 0.2], [0.1, -0.1, 0.2], [0.1, -0.2, 0.2], [0.1, -0.3, -0.2], [0.1, -0.1, 0.0], [0.6, 2.1, -0.2], [-0.1, -0.2, 0.1], [-0.1, 0.1, -0.2], [-0.1, -0.1, 0.2], [-0.3, 0.0, 0.0], [0.1, 0.2, -0.1], [0.0, -0.1, -0.3], [2.1, -0.2, 0.3], [-0.3, 1.9, 1.0], [0.0, -0.2, -0.1], [0.0, 0.2, 0.0], [-0.2, 0.1, 0.1], [0.0, 0.1, 0.3], [-0.1, -0.2, 0.2], [0.0, -0.3, 0.0], [-0.1, -0.2, 0.1], [0.0, 0.2, 0.3], [0.3, -0.1, 0.2], [0.1, -0.1, -0.3], [0.3, 0.0, -0.2], [0.0, -0.2, 0.2], [0.2, -0.2, 0.1], [0.1, -0.3, 0.2], [0.1, -0.3, 0.0], [0.2, 0.2, 0.2], [-0.3, 0.1, -0.1], [0.1, -0.3, 0.1], [-0.1, 0.0, 0.1], [0.8, -1.7, -1.8], [0.2, 0.0, 0.0], [-0.1, -0.2, 0.3], [-0.2, 0.2, 0.1], [-0.1, 0.0, -0.2], [1.6, -0.7, 2.8], [0.2, 0.2, 0.2], [0.1, 0.2, -0.1], [-0.2, -1.9, 1.8], [-0.1, 2.0, -1.4], [0.2, -0.2, 0.0]],
  "mulliken_charge": [-0.21, 0.33, -0.60, -0.31, -0.59, -0.67, -0.68, -0.59, -0.67, -0.57, -0.67, -0.17, -0.29, -0.18, -0.15, -0.06, -0.16, 0.12, 0.03, -1.25, -0.78, -0.66, 0.86, -0.86, 0.96, -0.48, -1.31, 0.76, -1.49, -0.88, -1.29, -0.90, -0.56, -0.89, 0.64, 0.72, 0.85, -0.52, 0.71, 0.63, -0.87, 0.15, -0.72, -1.32, -1.12, 0.36, 0.31, 0.09, 0.29, 0.28, 0.34, 0.19, 0.30, 0.36, 0.04, 0.37, 0.19, 0.28, 0.18, 0.25, 0.20, 0.30, 0.23, 0.35, 0.16, 0.31, 0.19, 0.23, 0.31, 0.40, 0.33, 0.33, 0.17, 0.36, -0.42, 0.34, 0.35, 0.43, 0.36, 0.31, -0.40, 0.19, 0.28, 0.27, 0.26, 0.31, -0.39, 0.27, 0.29, 0.21, 0.28, 0.28, 0.28, 0.41, 0.16, 0.38, 0.29, 0.23, 0.38, 0.31, 0.28, 0.35, 0.06, 0.33, 0.33],
  "charge": -1,
  "e_lumo_ha": 0.0727,
  "orbital_gap_ev": 6.000
}



{
  "formula": "C3H3N5",
  "method": "ωB97M-V/def2-TZVPD",
  "elements": ["N", "N", "N", "N", "N", "C", "C", "C", "H", "H", "H"],
  "positions_angstrom": [[-0.1202, -0.0921, 1.4758], [-1.6753, 0.0551, -1.2532], [-0.0109, -1.7131, -0.4827], [0.7803, 0.3854, -1.0200], [0.2307, 1.0058, 1.0931], [0.9642, 1.1244, -0.0392], [-0.4096, -0.4958, -0.8848], [0.0109, -1.4409, 0.8577], [0.2494, -2.2038, 1.6551], [1.6661, 2.2162, 0.0738], [-1.6857, 1.1587, -1.4756]],
  "atomic_forces_ev_per_a": [[-1.9, -3.6, 1.5], [5.2, -1.4, 1.5], [-1.3, -0.7, 5.8], [-1.2, -1.1, -1.7], [-0.2, 1.4, 1.7], [2.7, 4.0, 0.0], [-4.3, 7.7, -5.2], [2.1, -0.1, -2.2], [-0.4, 0.8, -1.2], [-1.6, -3.7, -0.9], [1.0, -3.3, 0.7]],
  "mulliken_charge": [-0.16, -0.60, -0.43, -0.46, -0.20, 0.20, 0.71, 0.03, 0.35, 0.28, 0.27],
  "e_lumo_ha": -0.0626,
  "orbital_gap_ev": 7.773,
  "relative_energy_kj_mol": 509.9
}



{
  "formula": "C26H42MoO2P3S",
  "method": "ωB97M-V/def2-TZVPD",
  "elements": ["Mo", "S", "P", "P", "P", "O", "O", "C", "C", "C", "C", "C", "C", "C", "C", "C", "C", "C", "C", "C", "C", "C", "C", "C", "C", "C", "C", "C", "C", "C", "C", "C", "C", "H", "H", "H", "H", "H", "H", "H", "H", "H", "H", "H", "H", "H", "H", "H", "H", "H", "H", "H", "H", "H", "H", "H", "H", "H", "H", "H", "H", "H", "H", "H", "H", "H", "H", "H", "H", "H", "H", "H", "H", "H", "H"],
  "positions_angstrom": [[-0.1250, -0.1540, 0.0060], [-2.2810, 0.0629, -0.1295], [2.3419, 0.1707, 0.5265], [0.1707, 2.2802, -0.4318], [-0.0500, -2.6601, -0.0790], [-8.7159, -0.6470, -1.0433], [-9.0287, 0.3561, 0.9032], [-4.6859, 0.0615, 1.1564], [2.8317, 1.8978, 0.1768], [-6.1060, 0.3228, -1.2253], [-0.2201, 2.7813, -2.1404], [2.5914, 0.0697, 2.3368], [4.5026, 3.6274, 0.0864], [1.1702, -2.2260, -2.5150], [-0.8782, 3.3314, 0.6282], [1.3659, -3.5755, 0.7235], [-0.3284, -4.2687, -2.5078], [-6.7788, 0.1348, -0.0177], [-1.8170, -4.8235, 0.6196], [-4.7259, 0.3744, -1.2598], [1.8598, 2.8447, -0.1616], [-8.2896, -0.0681, -0.0852], [3.5259, 4.5724, -0.1911], [-4.0341, 0.2154, -0.0637], [4.1606, 2.3007, 0.2837], [2.2070, 4.1835, -0.3226], [-2.1146, -2.6818, 1.8818], [-1.7076, -3.3041, 0.5397], [-6.0690, 0.0162, 1.1734], [-0.0995, -2.8694, -1.9450], [1.1759, -3.4274, 2.2349], [1.6361, -5.0166, 0.3166], [3.7606, -0.7413, -0.1914], [2.6672, -0.9703, 2.6535], [1.3081, -1.1921, -2.1129], [-4.1312, -0.0299, 2.0786], [-1.2898, 2.6665, -2.3359], [2.1112, -3.6317, 2.7497], [-0.9614, -2.2359, -2.2438], [4.6307, -0.6136, 0.4579], [3.5671, -1.8074, -0.2913], [1.7566, 0.5524, 2.8592], [5.5360, 3.9283, 0.1502], [1.9469, -5.0927, -0.7205], [3.5152, 0.5894, 2.5987], [-1.7279, -1.6576, 2.0188], [-4.1998, 0.5109, -2.1937], [-3.2022, -2.6560, 1.9513], [0.4464, -4.1387, 2.6115], [-1.7562, -3.2819, 2.7138], [-6.5648, -0.1540, 2.1182], [-6.6689, 0.4033, -2.1417], [2.0491, -2.8240, -2.2875], [0.3521, 2.1686, -2.8426], [1.4502, 4.9211, -0.5491], [-1.3428, -4.6114, -2.3249], [0.7887, -5.6702, 0.4872], [2.4596, -5.3899, 0.9209], [3.9857, -0.3323, -1.1799], [1.0943, -2.1590, -3.5991], [4.9421, 1.5938, 0.5128], [-0.1911, -4.2413, -3.5875], [-1.2866, -5.2163, 1.4809], [-1.9234, 3.0257, 0.5515], [0.3701, -4.9955, -2.1082], [0.0551, 3.8282, -2.2887], [-0.7928, 4.3728, 0.3114], [-2.8636, -5.0924, 0.7456], [-1.4596, -5.3194, -0.2764], [2.2381, -2.9725, 0.4376], [-2.3934, -2.9396, -0.2439], [-0.5528, 3.2527, 1.6675], [3.7954, 5.6095, -0.3098], [-8.5983, 0.8254, 1.6315], [0.8472, -2.4141, 2.4981]],
  "atomic_forces_ev_per_a": [[-2.0, 0.0, -0.7], [0.6, -0.3, 0.1], [1.4, 0.8, 0.3], [0.4, 1.0, 0.1], [0.1, -1.2, -0.4], [-0.1, 0.2, 0.3], [-0.9, 0.2, 0.8], [0.0, -0.1, 0.5], [-0.4, 0.1, -0.2], [0.3, 0.0, -0.1], [-0.1, -0.3, 0.1], [-0.5, -0.3, 0.0], [0.0, 0.0, 0.0], [-0.4, 0.1, 0.1], [0.0, -0.2, 0.0], [-0.2, 0.5, -0.1], [-0.1, 0.0, 0.1], [-0.3, 0.0, 0.1], [0.1, 0.0, -0.2], [-0.3, 0.0, -0.4], [0.1, -0.4, 0.1], [1.0, -0.4, -1.0], [0.0, 0.0, 0.0], [0.7, 0.1, 0.1], [0.0, -0.1, 0.0], [-0.2, -0.1, 0.0], [0.1, 0.2, 0.0], [0.2, 0.4, 0.1], [0.4, 0.0, -0.1], [0.0, 0.4, 0.4], [0.0, 0.2, 0.0], [0.0, 0.0, -0.1], [-0.4, -0.3, -0.2], [0.0, 0.0, 0.0], [0.1, -0.1, -0.1], [0.1, -0.1, 0.1], [0.1, 0.0, 0.0], [0.1, 0.0, 0.0], [0.2, -0.2, 0.2], [-0.1, 0.0, 0.0], [0.1, 0.1, 0.0], [0.2, -0.1, 0.0], [0.1, 0.0, 0.1], [0.0, -0.1, -0.1], [0.0, 0.0, -0.1], [-0.2, -0.3, 0.1], [0.0, 0.0, -0.1], [0.0, 0.0, 0.1], [-0.1, 0.0, 0.0], [0.1, 0.0, 0.1], [-0.1, 0.0, 0.0], [-0.1, 0.0, -0.1], [0.2, 0.1, 0.1], [-0.1, 0.1, 0.0], [0.0, 0.1, -0.1], [0.0, -0.1, 0.0], [-0.1, -0.1, 0.0], [0.1, 0.0, 0.1], [-0.1, 0.0, 0.1], [0.0, 0.2, 0.0], [0.1, -0.1, 0.1], [0.0, 0.0, -0.1], [0.1, 0.0, 0.1], [0.1, 0.1, 0.0], [0.0, -0.1, 0.0], [0.0, -0.1, 0.1], [0.0, 0.0, 0.0], [-0.1, 0.0, 0.0], [0.0, -0.1, 0.0], [-0.2, -0.1, 0.0], [0.2, 0.0, 0.1], [0.0, 0.0, -0.1], [0.0, 0.1, 0.0], [0.1, 0.0, -0.3], [0.0, -0.1, 0.2]],
  "mulliken_charge": [-1.26, 0.34, 1.91, 1.76, 0.87, -0.46, -0.42, -0.61, 0.50, -1.04, -1.27, -1.37, -0.85, -1.09, -1.24, 1.93, -1.46, 0.61, -1.66, -0.48, 0.14, 0.45, -0.92, 0.70, -0.81, -0.76, -1.48, 0.69, -0.77, 0.66, -1.81, -1.47, -1.32, 0.29, 0.13, 0.56, 0.39, 0.47, 0.22, 0.56, 0.22, 0.42, 0.45, 0.41, 0.52, 0.21, 0.51, 0.46, 0.27, 0.39, 0.39, 0.47, 0.24, 0.40, 0.39, 0.38, 0.28, 0.46, 0.44, 0.50, 0.34, 0.47, 0.32, 0.43, 0.24, 0.47, 0.43, 0.47, 0.36, -0.91, 0.38, 0.39, 0.45, 0.34, 0.36],
  "charge": 3,
  "e_lumo_ha": [-0.4351, -0.4352],
  "orbital_gap_ev": [5.217, 5.214]
}